Run i
# C26H78O13

13 unconnected molecules or ions with the total composition C26H78O13 (wB97M-V/def2-TZVPD, the Open Molecules 2025 dataset).

Each line ends with the Löwdin charge.
Element x y z (Å)
C: 4.348 -1.920 -5.914  -0.09
C: 5.782 -2.492 -5.744  -0.32
O: 6.505 -2.366 -6.979  -0.08
H: 4.517 -0.994 -6.463  0.07
H: 3.774 -1.886 -4.988  0.07
H: 3.911 -2.602 -6.643  0.07
H: 5.615 -3.538 -5.486  0.10
H: 6.311 -2.003 -4.926  0.10
H: 6.612 -3.300 -7.173  0.07
C: -0.013 -0.842 0.651  -0.11
C: -0.479 0.214 -0.255  -0.35
O: -1.826 0.545 0.080  -0.07
H: 1.066 -0.993 0.616  0.08
H: -0.342 -1.799 0.246  0.07
H: -0.384 -0.672 1.662  0.09
H: -0.337 -0.075 -1.297  0.11
H: 0.203 1.034 -0.029  0.11
H: -2.100 1.339 -0.384  0.08
C: -3.392 1.344 -5.739  -0.10
C: -2.318 2.109 -6.434  -0.35
O: -2.276 3.416 -5.936  -0.08
H: -4.299 1.888 -6.001  0.08
H: -3.429 1.234 -4.655  0.07
H: -3.539 0.302 -6.025  0.08
H: -2.608 2.103 -7.484  0.11
H: -1.289 1.769 -6.317  0.11
H: -1.933 3.901 -6.691  0.08
C: 3.507 -0.418 6.843  -0.07
C: 3.476 0.217 8.254  -0.42
O: 4.374 -0.362 9.013  -0.04
H: 3.312 -1.481 6.984  0.07
H: 4.428 -0.152 6.325  0.07
H: 2.670 -0.127 6.209  0.07
H: 2.489 0.141 8.709  0.11
H: 3.630 1.295 8.194  0.10
H: 4.498 0.020 9.885  0.10
C: 5.090 3.737 -4.102  -0.07
C: 4.036 3.325 -3.067  -0.36
O: 4.600 2.936 -1.860  -0.08
H: 4.650 4.354 -4.885  0.07
H: 5.503 2.820 -4.523  0.07
H: 5.815 4.247 -3.467  0.08
H: 3.466 2.440 -3.353  0.11
H: 3.422 4.212 -2.914  0.11
H: 4.129 3.435 -1.188  0.08
C: -6.299 -0.638 4.462  -0.09
C: -6.408 -2.132 4.185  -0.29
O: -6.257 -2.740 5.507  -0.10
H: -5.718 -0.436 5.362  0.07
H: -7.227 -0.105 4.668  0.07
H: -5.743 -0.192 3.637  0.07
H: -5.650 -2.299 3.419  0.10
H: -7.217 -2.638 3.659  0.10
H: -5.984 -3.651 5.378  0.07
C: 2.709 -6.162 -2.461  -0.07
C: 1.630 -7.184 -1.982  -0.41
O: 1.691 -7.387 -0.687  -0.04
H: 2.550 -5.212 -1.951  0.07
H: 2.573 -6.199 -3.542  0.07
H: 3.673 -6.575 -2.164  0.06
H: 1.765 -8.150 -2.468  0.11
H: 0.668 -6.741 -2.240  0.11
H: 2.511 -7.838 -0.472  0.10
C: -10.521 2.997 -3.011  -0.08
C: -9.033 3.295 -2.809  -0.33
O: -8.259 2.186 -2.441  -0.10
H: -11.065 3.045 -2.068  0.07
H: -10.733 2.027 -3.461  0.08
H: -10.999 3.822 -3.538  0.07
H: -8.873 4.080 -2.070  0.11
H: -8.528 3.488 -3.756  0.11
H: -7.306 2.307 -2.440  0.08
C: 7.904 -0.959 0.852  -0.10
C: 8.859 0.245 0.580  -0.29
O: 8.551 0.636 -0.749  -0.10
H: 8.011 -1.260 1.894  0.06
H: 8.234 -1.841 0.303  0.07
H: 6.868 -0.677 0.664  0.07
H: 9.906 -0.041 0.678  0.11
H: 8.435 0.971 1.274  0.10
H: 7.605 0.791 -0.798  0.07
C: -2.219 7.026 -1.157  -0.09
C: -3.520 6.416 -1.454  -0.41
O: -3.452 5.082 -1.796  -0.05
H: -1.901 6.693 -0.169  0.08
H: -2.324 8.110 -1.191  0.08
H: -1.580 6.768 -2.001  0.08
H: -4.137 6.958 -2.170  0.11
H: -4.180 6.617 -0.610  0.11
H: -3.001 5.078 -2.644  0.08
C: -4.743 -5.888 -1.999  -0.10
C: -4.111 -5.171 -3.206  -0.33
O: -5.169 -4.814 -4.044  -0.08
H: -5.305 -6.803 -2.186  0.07
H: -5.308 -5.097 -1.506  0.07
H: -3.938 -6.179 -1.325  0.07
H: -3.331 -5.787 -3.655  0.11
H: -3.638 -4.279 -2.797  0.10
H: -5.896 -4.374 -3.598  0.08
C: -1.879 -4.795 8.211  -0.11
C: -1.705 -3.348 8.124  -0.36
O: -2.838 -2.656 8.595  -0.07
H: -2.844 -5.074 7.788  0.08
H: -1.817 -5.094 9.257  0.08
H: -1.030 -5.301 7.752  0.08
H: -1.518 -3.035 7.097  0.11
H: -0.786 -3.160 8.679  0.12
H: -3.651 -2.852 8.124  0.08
C: 4.996 6.388 3.132  -0.09
C: 4.864 4.922 3.538  -0.33
O: 3.740 4.295 2.939  -0.08
H: 4.868 6.489 2.055  0.08
H: 5.969 6.809 3.385  0.07
H: 4.252 6.974 3.672  0.07
H: 4.904 4.683 4.601  0.11
H: 5.680 4.399 3.039  0.11
H: 3.047 4.812 3.355  0.07

Results
Frontier orbital gap (eV): 9.93
Multiplicity: 1


Run ii
# C26H78O13

13 unconnected molecules or ions with the total composition C26H78O13 (wB97M-V/def2-TZVPD, the Open Molecules 2025 dataset).

Each line ends with the Löwdin charge.
Element x y z (Å)
C: -7.839 3.563 2.282  -0.06
C: -7.319 3.651 0.863  -0.28
O: -6.099 4.391 0.807  -0.09
H: -8.212 4.528 2.625  0.06
H: -7.077 3.152 2.943  0.07
H: -8.686 2.883 2.378  0.06
H: -8.045 4.145 0.217  0.09
H: -7.092 2.663 0.463  0.11
H: -6.337 5.317 0.717  0.03
C: -7.814 5.483 -2.852  -0.08
C: -8.010 5.059 -4.302  -0.27
O: -6.747 4.815 -4.894  -0.07
H: -7.536 6.521 -2.666  0.06
H: -7.052 4.915 -2.320  0.06
H: -8.704 5.312 -2.246  0.07
H: -8.575 5.870 -4.760  0.11
H: -8.685 4.212 -4.419  0.11
H: -6.391 5.647 -5.214  0.11
C: -10.174 -0.994 0.990  -0.06
C: -9.859 -0.174 2.253  -0.30
O: -8.587 -0.560 2.734  -0.10
H: -11.054 -0.560 0.517  0.07
H: -10.402 -2.020 1.282  0.08
H: -9.333 -0.931 0.300  0.06
H: -10.603 -0.336 3.033  0.11
H: -9.734 0.874 1.983  0.09
H: -8.434 -0.145 3.586  0.05
C: -8.809 4.975 5.838  -0.08
C: -8.191 6.193 6.483  -0.32
O: -8.751 6.208 7.786  -0.06
H: -8.753 4.052 6.416  0.07
H: -8.391 4.791 4.848  0.05
H: -9.847 5.153 5.554  0.07
H: -8.272 7.096 5.878  0.11
H: -7.116 6.027 6.545  0.08
H: -8.150 6.771 8.279  0.08
C: -4.808 7.879 -1.862  -0.08
C: -5.681 9.112 -1.673  -0.34
O: -4.904 10.170 -2.142  -0.08
H: -5.256 7.036 -1.335  0.05
H: -3.868 7.937 -1.314  0.08
H: -4.545 7.608 -2.884  0.08
H: -5.920 9.310 -0.628  0.10
H: -6.593 9.089 -2.269  0.10
H: -5.346 10.987 -1.901  0.08
C: -4.062 5.781 5.289  -0.08
C: -4.456 5.664 3.842  -0.35
O: -4.833 4.388 3.532  -0.06
H: -3.446 6.670 5.422  0.08
H: -3.540 4.905 5.674  0.08
H: -4.910 5.959 5.950  0.04
H: -3.528 5.857 3.304  0.11
H: -5.164 6.442 3.555  0.11
H: -5.265 4.364 2.675  0.05
C: -11.717 2.326 4.031  -0.09
C: -12.425 2.497 2.701  -0.34
O: -13.797 2.301 2.897  -0.07
H: -10.643 2.430 3.872  0.05
H: -11.832 1.309 4.405  0.07
H: -12.000 3.039 4.806  0.08
H: -12.008 1.763 2.011  0.10
H: -12.283 3.521 2.355  0.11
H: -14.193 2.540 2.056  0.08
C: -4.970 -0.255 1.148  -0.09
C: -5.431 -1.582 1.725  -0.34
O: -6.677 -1.896 1.184  -0.08
H: -5.587 0.543 1.560  0.06
H: -4.945 -0.277 0.058  0.07
H: -3.932 -0.171 1.470  0.07
H: -5.450 -1.540 2.814  0.11
H: -4.659 -2.286 1.415  0.11
H: -7.342 -1.476 1.734  0.02
C: -8.643 8.415 0.688  -0.08
C: -8.078 7.092 1.176  -0.30
O: -6.688 7.118 1.002  -0.10
H: -9.716 8.431 0.879  0.08
H: -8.477 8.588 -0.376  0.07
H: -8.265 9.320 1.164  0.08
H: -8.520 6.307 0.564  0.11
H: -8.275 6.919 2.234  0.11
H: -6.245 7.780 1.538  0.10
C: -5.731 3.419 7.999  -0.06
C: -5.261 2.337 6.964  -0.25
O: -6.010 2.632 5.772  -0.11
H: -6.821 3.409 7.998  0.06
H: -5.393 4.414 7.709  0.05
H: -5.500 3.096 9.014  0.07
H: -5.587 1.349 7.292  0.09
H: -4.179 2.282 6.846  0.11
H: -5.559 3.234 5.176  0.05
C: -9.500 -0.436 6.580  -0.07
C: -8.068 0.036 6.415  -0.33
O: -8.079 0.774 5.249  -0.09
H: -9.783 -1.196 5.851  0.07
H: -10.157 0.413 6.390  0.07
H: -9.744 -0.844 7.561  0.07
H: -7.355 -0.786 6.359  0.12
H: -7.744 0.620 7.276  0.11
H: -7.471 1.507 5.378  0.05
C: -4.055 3.776 -2.199  -0.06
C: -4.629 2.694 -3.206  -0.30
O: -4.718 3.203 -4.504  -0.09
H: -2.969 3.798 -2.288  0.06
H: -4.299 3.510 -1.170  0.05
H: -4.482 4.746 -2.454  0.05
H: -5.653 2.465 -2.912  0.08
H: -4.053 1.772 -3.120  0.11
H: -5.508 3.744 -4.576  0.01
C: -8.497 1.277 -2.045  -0.07
C: -8.494 1.034 -3.548  -0.31
O: -9.798 1.206 -4.098  -0.08
H: -8.737 2.321 -1.844  0.07
H: -7.513 1.018 -1.653  0.07
H: -9.123 0.625 -1.437  0.06
H: -8.079 0.082 -3.879  0.11
H: -7.826 1.787 -3.966  0.09
H: -9.728 1.094 -5.049  0.08

Results
Frontier orbital gap (eV): 9.25
Multiplicity: 1


Run iii
# C26H78O13

13 unconnected molecules or ions with the total composition C26H78O13 (wB97M-V/def2-TZVPD, the Open Molecules 2025 dataset).

Each line ends with the Löwdin charge.
Element x y z (Å)
C: 1.657 4.502 -0.138  -0.05
C: 1.600 3.782 -1.485  -0.30
O: 0.657 4.429 -2.314  -0.10
H: 0.664 4.352 0.287  0.07
H: 1.927 5.558 -0.162  0.08
H: 2.411 4.000 0.468  0.07
H: 1.354 2.733 -1.326  0.09
H: 2.522 3.920 -2.051  0.11
H: 0.519 3.944 -3.131  0.05
C: -2.172 -0.953 2.521  -0.07
C: -3.372 -1.659 3.208  -0.21
O: -4.089 -2.379 2.117  -0.12
H: -1.382 -0.379 3.005  0.05
H: -2.586 -0.162 1.895  0.08
H: -1.703 -1.724 1.910  0.06
H: -4.021 -0.922 3.681  0.10
H: -3.116 -2.345 4.016  0.10
H: -4.994 -2.558 2.383  0.08
C: 3.071 -0.715 -3.733  -0.10
C: 4.016 0.482 -3.585  -0.26
O: 3.231 1.506 -2.931  -0.10
H: 3.456 -1.569 -4.290  0.08
H: 2.189 -0.448 -4.314  0.06
H: 2.795 -1.186 -2.790  0.05
H: 4.453 0.819 -4.525  0.11
H: 4.790 0.107 -2.916  0.10
H: 2.867 2.110 -3.582  0.03
C: -0.061 0.102 -0.020  -0.06
C: 1.342 -0.067 0.639  -0.28
O: 1.916 1.162 1.015  -0.09
H: -0.552 -0.852 -0.213  0.05
H: -0.098 0.673 -0.948  0.06
H: -0.775 0.633 0.609  0.05
H: 1.985 -0.532 -0.108  0.09
H: 1.266 -0.651 1.557  0.10
H: 2.222 1.643 0.242  0.05
C: -3.668 5.804 -0.241  -0.08
C: -2.184 5.433 -0.552  -0.30
O: -1.844 5.453 -1.961  -0.10
H: -4.394 5.040 -0.519  0.06
H: -3.961 6.599 -0.926  0.07
H: -3.833 6.014 0.815  0.07
H: -2.041 4.380 -0.308  0.10
H: -1.542 6.037 0.089  0.10
H: -0.957 5.113 -2.100  0.01
C: 4.579 -2.370 -0.630  -0.09
C: 4.992 -1.336 0.382  -0.34
O: 6.331 -1.090 0.073  -0.06
H: 5.193 -3.269 -0.592  0.08
H: 4.620 -2.007 -1.658  0.05
H: 3.588 -2.784 -0.446  0.06
H: 4.843 -1.705 1.397  0.11
H: 4.247 -0.542 0.358  0.09
H: 6.644 -0.321 0.555  0.05
C: 0.853 -3.853 3.121  -0.08
C: 0.441 -4.265 1.708  -0.33
O: 1.077 -3.505 0.701  -0.08
H: 0.720 -2.776 3.218  0.06
H: 1.834 -4.212 3.435  0.07
H: 0.158 -4.298 3.832  0.07
H: -0.648 -4.234 1.691  0.09
H: 0.657 -5.325 1.578  0.11
H: 0.851 -3.953 -0.117  0.04
C: 5.096 2.045 3.328  -0.07
C: 6.507 1.555 3.552  -0.33
O: 6.947 0.534 2.667  -0.08
H: 4.918 3.027 3.766  0.08
H: 4.433 1.298 3.762  0.07
H: 4.863 1.991 2.264  0.07
H: 6.831 1.207 4.533  0.11
H: 7.175 2.405 3.415  0.10
H: 7.854 0.383 2.942  0.09
C: -6.388 -1.474 -0.072  -0.09
C: -7.297 -0.741 0.895  -0.29
O: -8.665 -1.019 0.483  -0.10
H: -6.685 -2.520 -0.146  0.07
H: -5.342 -1.427 0.231  0.06
H: -6.487 -1.109 -1.094  0.08
H: -7.194 0.343 0.927  0.11
H: -7.169 -1.119 1.910  0.10
H: -9.237 -0.658 1.163  0.07
C: -0.933 1.621 -4.160  -0.06
C: -0.016 2.218 -5.246  -0.26
O: 1.180 2.694 -4.616  -0.10
H: -1.955 1.348 -4.426  0.08
H: -0.905 2.242 -3.265  0.07
H: -0.546 0.644 -3.869  0.06
H: -0.609 2.990 -5.736  0.11
H: 0.223 1.411 -5.940  0.11
H: 1.849 2.961 -5.251  0.10
C: 0.082 -2.453 -2.472  -0.05
C: -0.059 -4.036 -2.568  -0.28
O: -0.500 -4.552 -1.347  -0.10
H: 0.560 -2.115 -3.391  0.05
H: 0.750 -2.043 -1.714  0.05
H: -0.917 -2.028 -2.379  0.07
H: 0.919 -4.496 -2.707  0.11
H: -0.532 -4.459 -3.454  0.11
H: -1.287 -4.050 -1.120  0.05
C: -3.933 -5.104 -1.679  -0.08
C: -3.864 -4.502 -0.319  -0.34
O: -3.136 -3.275 -0.399  -0.10
H: -4.605 -5.961 -1.690  0.08
H: -2.932 -5.466 -1.912  0.07
H: -4.380 -4.353 -2.330  0.09
H: -3.328 -5.165 0.360  0.12
H: -4.886 -4.381 0.042  0.10
H: -3.379 -2.932 0.465  0.02
C: 0.002 3.222 3.868  -0.09
C: -0.300 1.861 4.513  -0.28
O: -1.735 1.844 4.684  -0.10
H: 1.072 3.428 3.860  0.07
H: -0.450 4.010 4.471  0.07
H: -0.420 3.292 2.866  0.07
H: 0.252 1.792 5.451  0.10
H: 0.092 1.034 3.920  0.09
H: -2.079 2.652 5.072  0.07

Results
Frontier orbital gap (eV): 9.77
Multiplicity: 1


Run iv
# C26H78O13

A molecular structure, C26H78O13 (wB97M-V/def2-TZVPD, the Open Molecules 2025 dataset).

Each line ends with the Löwdin charge.
Element x y z (Å)
C: -0.042 -3.732 -4.216  -0.06
C: -1.009 -3.860 -3.032  -0.28
O: -0.198 -3.961 -1.855  -0.14
H: 0.605 -4.605 -4.274  0.08
H: 0.582 -2.865 -4.007  0.06
H: -0.610 -3.586 -5.133  0.08
H: -1.696 -4.708 -3.075  0.11
H: -1.583 -2.928 -2.949  0.11
H: -0.777 -4.208 -1.110  0.04
C: 5.726 2.435 -0.224  -0.08
C: 4.365 3.053 -0.503  -0.34
O: 3.665 2.421 -1.546  -0.10
H: 6.344 2.345 -1.120  0.07
H: 5.543 1.408 0.111  0.07
H: 6.334 2.944 0.524  0.07
H: 4.501 4.109 -0.755  0.11
H: 3.735 3.048 0.393  0.09
H: 3.401 1.528 -1.249  0.03
C: 1.119 2.073 5.553  -0.08
C: 0.137 2.338 4.427  -0.33
O: -0.066 3.734 4.238  -0.09
H: 1.200 0.987 5.685  0.07
H: 0.734 2.426 6.512  0.07
H: 2.104 2.519 5.420  0.07
H: -0.801 1.850 4.690  0.11
H: 0.477 1.968 3.454  0.10
H: 0.539 4.090 3.575  0.03
C: -1.424 3.733 -1.237  -0.16
C: -2.342 4.893 -0.933  -0.23
O: -2.025 5.494 0.307  -0.07
H: -1.597 2.954 -0.489  0.10
H: -0.373 4.027 -1.219  0.12
H: -1.604 3.248 -2.200  0.00
H: -3.376 4.540 -0.897  0.12
H: -2.298 5.631 -1.743  0.13
H: -1.339 6.156 0.206  0.08
C: 1.491 -5.291 0.866  -0.08
C: 1.937 -6.119 -0.340  -0.32
O: 2.316 -5.357 -1.463  -0.09
H: 0.536 -4.777 0.749  0.04
H: 2.225 -4.518 1.100  0.07
H: 1.410 -5.984 1.707  0.08
H: 1.150 -6.830 -0.628  0.10
H: 2.808 -6.721 -0.081  0.11
H: 1.642 -4.694 -1.668  0.04
C: 1.295 4.675 0.565  -0.08
C: 2.220 5.361 1.559  -0.28
O: 2.230 4.583 2.774  -0.09
H: 0.266 4.755 0.921  0.06
H: 1.548 3.619 0.487  0.07
H: 1.401 5.175 -0.398  0.09
H: 1.863 6.372 1.775  0.11
H: 3.231 5.416 1.149  0.10
H: 3.052 4.825 3.214  0.10
C: 0.746 3.095 -3.499  -0.03
C: -0.689 3.244 -3.015  -0.43
O: -1.507 3.634 -4.109  -0.02
H: 1.087 4.060 -3.880  0.09
H: 0.797 2.434 -4.371  0.07
H: 1.459 2.686 -2.783  0.05
H: -0.832 3.935 -2.185  -0.08
H: -1.083 2.290 -2.628  0.15
H: -1.502 2.962 -4.793  0.09
C: -0.075 0.828 -0.036  -0.10
C: -0.385 -0.548 -0.581  -0.24
O: 0.675 -1.475 -0.373  -0.09
H: 0.539 1.453 -0.695  0.09
H: 0.425 0.794 0.933  0.09
H: -0.976 1.441 0.052  0.04
H: -0.618 -0.502 -1.656  0.12
H: -1.333 -0.910 -0.163  0.10
H: 0.294 -2.351 -0.522  0.07
C: 2.747 -0.528 -3.238  -0.08
C: 3.502 -0.941 -1.990  -0.28
O: 3.092 -0.209 -0.838  -0.11
H: 2.922 0.506 -3.537  0.07
H: 1.669 -0.692 -3.188  0.06
H: 3.098 -1.181 -4.047  0.08
H: 4.581 -0.826 -2.104  0.12
H: 3.362 -2.010 -1.788  0.11
H: 2.155 -0.422 -0.674  0.04
C: -2.394 -6.150 0.323  -0.07
C: -2.638 -4.782 0.931  -0.27
O: -1.976 -3.769 0.166  -0.13
H: -2.890 -6.938 0.894  0.08
H: -1.328 -6.391 0.355  0.06
H: -2.731 -6.282 -0.707  0.08
H: -2.267 -4.756 1.958  0.11
H: -3.715 -4.590 0.945  0.11
H: -2.518 -2.962 0.265  0.04
C: -1.801 1.045 2.001  -0.08
C: -3.054 1.891 1.781  -0.25
O: -3.820 1.184 0.801  -0.09
H: -1.264 1.033 1.054  -0.04
H: -2.119 0.057 2.324  0.09
H: -1.216 1.529 2.781  0.05
H: -2.776 2.868 1.370  0.10
H: -3.592 2.091 2.712  0.12
H: -4.551 1.714 0.470  0.10
C: -5.845 -1.896 -0.279  -0.08
C: -4.386 -1.756 -0.690  -0.30
O: -3.558 -1.518 0.440  -0.12
H: -6.141 -1.150 0.457  0.07
H: -6.050 -2.891 0.121  0.07
H: -6.517 -1.798 -1.138  0.07
H: -4.303 -0.998 -1.476  0.12
H: -4.079 -2.697 -1.155  0.10
H: -3.449 -0.546 0.539  0.05
C: -0.295 -2.227 2.708  -0.07
C: 1.159 -1.837 2.533  -0.32
O: 1.819 -1.901 3.785  -0.07
H: -0.930 -2.105 1.830  0.05
H: -0.728 -1.732 3.581  0.08
H: -0.392 -3.294 2.937  0.07
H: 1.250 -0.859 2.044  0.09
H: 1.609 -2.544 1.823  0.09
H: 2.759 -1.798 3.607  0.09

Results
Frontier orbital gap (eV): 7.29
Multiplicity: 1


Energies in kcal/mol, measured from the most stable structure: run i 110.1; run ii 0.0; run iii 26.3; run iv 234.1.